[1]
C3H5NO2 | ωB97M-V with the def2-TZVPD basis set

Results
HOMO	-10.08	eV
HOMO-LUMO gap	10.48	eV
SMILES	O=C/N=C1/CO1.[H][H]

```
11
Properties=species:S:1:pos:R:3:forces:R:3
O 3.084 -0.728 -0.344 -0.41 0.26 0.09
C 2.146 -0.028 -0.071 0.43 0.05 0.03
N 0.812 -0.427 -0.240 0.13 0.15 0.10
C -0.063 0.381 0.183 0.41 -0.79 -0.40
C -1.471 0.542 0.287 0.23 1.35 0.67
O -0.220 1.533 0.779 -1.34 -0.73 -0.35
H 2.270 0.996 0.334 0.17 -0.06 -0.03
H -2.048 0.997 -0.515 0.29 -0.04 0.13
H -2.029 0.148 1.134 0.30 0.08 -0.11
H -1.597 -1.750 -0.977 0.35 -0.14 -0.06
H -0.840 -1.731 -0.942 -0.57 -0.12 -0.08
```
Forces are in eV/Å.

Here are the Mulliken charges for atoms 1 to 2, given in e:
1 O -0.459
2 C 0.055

[2]
C3H5NO2 | ωB97M-V with the def2-TZVPD basis set

Results
HOMO	-9.98	eV
HOMO-LUMO gap	10.35	eV

```
11
Properties=species:S:1:pos:R:3:forces:R:3
C -1.162 -0.830 0.194 1.31 -1.17 -0.12
C -0.278 1.640 -0.044 -0.60 1.44 -0.02
O -0.270 2.747 0.174 0.17 -0.04 0.04
N 1.678 0.491 -0.843 0.65 -0.95 -0.18
C 1.508 -0.377 0.070 -0.23 0.79 -0.14
O 0.496 -1.260 0.159 -2.15 1.14 0.44
H -1.482 -0.904 -0.843 0.22 -0.01 0.11
H -1.696 0.014 0.689 1.51 -0.53 -0.17
H -1.306 -1.723 0.753 -0.74 -0.66 0.12
H 0.986 0.326 -1.580 0.04 0.19 0.16
H 2.197 -0.384 0.926 -0.19 -0.19 -0.23
```
Forces are in eV/Å.

Here are the Mulliken charges for atoms 1 to 2, given in e:
1 C -0.556
2 C 0.133

[3]
C3H5NO2 | ωB97M-V with the def2-TZVPD basis set

Results
HOMO (alpha / beta)	-8.67 / -8.61	eV
HOMO-LUMO gap (alpha / beta)	8.27 / 8.01	eV

```
11
Properties=species:S:1:pos:R:3:forces:R:3
C 1.285 -1.252 0.225 3.80 -0.19 1.91
C -1.013 1.247 -0.575 -2.61 -2.58 -2.04
C -0.114 -0.948 -0.173 0.83 0.26 2.46
N 2.882 -0.141 1.938 -2.07 -1.23 -2.53
O 2.052 -0.591 1.040 -1.02 0.20 0.37
O -0.122 0.202 -0.893 1.08 1.62 -0.98
H -1.948 0.626 -0.463 -0.03 1.49 0.02
H -1.100 1.866 -1.491 0.13 -0.18 0.85
H -0.877 1.783 0.314 0.88 0.84 1.30
H -0.637 -0.997 0.813 -0.40 0.53 -0.55
H -0.408 -1.795 -0.735 -0.59 -0.76 -0.81
```
Forces are in eV/Å.

Here are the Mulliken charges for atoms 1 to 2, given in e:
1 C -0.343
2 C -0.642

[4]
C3H5NO2 | ωB97M-V with the def2-TZVPD basis set

Results
HOMO	-9.04	eV
HOMO-LUMO gap	10.02	eV
SMILES	C=CO/C=N/O

```
11
Properties=species:S:1:pos:R:3:forces:R:3
C 2.400 -0.162 -0.227 0.28 0.10 0.57
C 1.104 -0.249 0.195 2.19 -0.94 -0.43
O 0.358 0.876 0.045 -0.47 -0.08 0.30
C -0.944 0.654 0.048 -2.21 0.35 -1.18
N -1.623 -0.415 -0.205 2.67 1.12 0.72
O -2.939 0.015 -0.129 -2.71 -3.90 1.19
H 3.016 0.778 -0.609 -2.16 -1.92 0.76
H 3.054 -1.039 -0.096 -0.53 0.41 -0.01
H 0.489 -1.116 0.673 1.72 1.37 -1.09
H -1.563 1.547 0.080 0.49 0.35 0.45
H -3.353 -0.889 0.223 0.74 3.16 -1.27
```
Forces are in eV/Å.

Here are the Mulliken charges for atoms 1 to 2, given in e:
1 C -0.665
2 C 0.108

[5]
C3H5NO2 | ωB97M-V with the def2-TZVPD basis set

Results
HOMO	-9.33	eV
HOMO-LUMO gap	9.32	eV

```
11
Properties=species:S:1:pos:R:3:forces:R:3
O -1.855 -0.300 -0.659 0.21 0.09 -0.02
C -1.429 0.124 0.485 0.15 0.00 0.05
C -0.093 0.522 0.589 -0.42 0.30 -0.07
N 0.524 0.593 -0.722 0.23 -0.20 0.10
C 1.498 -0.300 -0.707 -0.04 0.09 -0.11
O 1.747 -1.033 0.300 -0.25 0.15 0.00
H -2.161 0.116 1.290 0.12 0.00 -0.07
H 0.137 1.276 1.346 -0.01 -0.13 -0.07
H 0.597 -0.482 0.958 0.24 -0.24 -0.04
H -1.066 -0.100 -1.266 -0.15 -0.08 0.08
H 2.102 -0.415 -1.613 -0.08 0.02 0.14
```
Forces are in eV/Å.

Here are the Mulliken charges for atoms 1 to 2, given in e:
1 O -0.463
2 C -0.268

[6]
C3H5NO2 | ωB97M-V with the def2-TZVPD basis set

Results
HOMO	-10.32	eV
HOMO-LUMO gap	9.58	eV

```
11
Properties=species:S:1:pos:R:3:forces:R:3
O 0.391 1.417 -0.832 0.20 0.03 -0.02
C 0.055 0.518 0.202 -0.18 -0.28 0.15
C -1.270 -0.190 -0.093 -0.21 0.02 -0.03
N 0.879 -1.861 0.251 0.71 0.32 0.09
C 1.024 -0.611 0.264 -0.08 -0.39 0.02
O 2.300 -0.760 0.319 0.00 -0.11 -0.01
H 1.328 1.647 -0.750 -0.18 0.04 -0.03
H 0.046 1.025 1.180 -0.01 -0.12 -0.15
H -2.064 0.072 0.604 0.03 0.16 -0.15
H -1.565 0.022 -1.122 -0.05 0.08 0.14
H -1.125 -1.279 -0.022 -0.22 0.24 -0.02
```
Forces are in eV/Å.

Here are the Mulliken charges for atoms 1 to 2, given in e:
1 O -0.531
2 C 0.422

[7]
C3H5NO2 | ωB97M-V with the def2-TZVPD basis set

Results
HOMO	-9.64	eV
HOMO-LUMO gap	9.78	eV

```
11
Properties=species:S:1:pos:R:3:forces:R:3
O 1.720 -0.429 -0.951 0.42 0.02 0.36
C 1.572 -0.058 0.217 0.30 0.11 -0.08
C 0.198 -0.040 0.744 0.53 0.09 0.01
N -0.558 -0.725 -0.279 0.05 0.74 -0.39
C -1.611 0.131 -0.572 0.06 0.08 -0.31
O -1.772 1.246 -0.073 -0.45 -0.73 -0.35
H 2.446 0.241 0.786 0.14 0.13 0.12
H 0.109 -0.348 1.795 0.06 -0.29 -0.31
H -0.219 1.000 0.702 0.80 0.05 0.45
H 0.482 -0.787 -1.076 -2.07 -0.05 0.71
H -2.356 -0.243 -1.281 0.16 -0.15 -0.21
```
Forces are in eV/Å.

Here are the Mulliken charges for atoms 1 to 2, given in e:
1 O -0.471
2 C 0.024

[8]
C3H5NO2 | ωB97M-V with the def2-TZVPD basis set

Results
HOMO	-10.02	eV
HOMO-LUMO gap	10.37	eV

```
11
Properties=species:S:1:pos:R:3:forces:R:3
C 0.747 -1.258 0.029 -0.04 -0.22 0.06
C 0.415 0.048 0.702 0.69 0.17 0.26
O 1.024 0.642 1.530 -0.46 -0.33 -0.29
N -0.162 1.060 -0.764 -0.51 0.24 -0.24
C -1.342 0.943 -0.281 -0.46 0.21 -0.20
O -2.502 1.180 -0.281 0.55 -0.12 0.07
H -0.052 -1.579 -0.636 0.09 0.03 0.10
H 0.897 -1.986 0.827 -0.02 -0.07 -0.06
H 1.681 -1.167 -0.539 -0.22 0.18 0.20
H -0.055 1.652 -1.574 0.22 0.18 -0.24
H -0.938 0.104 0.762 0.15 -0.26 0.34
```
Forces are in eV/Å.

Here are the Mulliken charges for atoms 1 to 2, given in e:
1 C -0.833
2 C 0.575

Number 1: DFT total energy -322.42837 Ha. Number 2: DFT total energy -322.43179 Ha. Number 3: DFT total energy -322.21015 Ha. Number 4: DFT total energy -322.41111 Ha. Number 5: DFT total energy -322.46403 Ha. Number 6: DFT total energy -322.41106 Ha. Number 7: DFT total energy -322.47980 Ha. Number 8: DFT total energy -322.45426 Ha.